P) C3H11NO | ωB97M-V/def2-TZVPD

Summary:
LUMO, eV: 0.8
Molecular weight, g/mol: 77.13
HOMO-LUMO gap, eV: 10.56

CARTESIAN COORDINATES (ANGSTROEM)
C: -1.30961 -2.61958 -1.84195
C: -1.51808 -1.36026 -1.00920
H: -0.54204 -3.23713 -1.38797
H: -2.18893 -3.25482 -1.93125
H: -0.93862 -2.49223 -2.85606
H: -2.55042 -1.00828 -1.08196
H: -0.92538 -0.52250 -1.37054
H: -1.39869 -1.59597 0.04091
N: 1.31917 1.16840 1.05972
C: 1.28866 2.35262 1.85194
O: 2.25163 3.29384 1.33478
H: 0.84463 1.20288 0.16864
H: 1.03576 0.33343 1.54828
H: 1.61664 2.16988 2.87523
H: 0.32261 2.85816 1.90074
H: 2.69266 2.71156 0.69867

Atom charges from the natural (NBO) analysis, given in e for atoms 1 to 5: number 1, C, carries -0.6137; number 2, C, carries -0.6142; number 3, H, carries 0.2015; number 4, H, carries 0.2060; number 5, H, carries 0.2067


Q) C3H11NO | ωB97M-V/def2-TZVPD

Summary:
LUMO, eV: 0.8
Molecular weight, g/mol: 77.13
HOMO-LUMO gap, eV: 9.83

CARTESIAN COORDINATES (ANGSTROEM)
C: -1.50556 -1.56605 0.39756
O: -1.16482 -1.58651 -1.03563
H: -2.16930 -0.66255 0.41871
H: -0.74423 -1.64342 1.16385
H: -2.27123 -2.33820 0.57112
C: 0.89132 1.85483 0.69278
C: 0.33028 0.93254 -0.41335
N: 1.48487 0.11500 -0.85838
H: 0.10732 2.45722 1.13757
H: 1.66842 2.56710 0.33474
H: 1.41476 1.21786 1.40455
H: -0.04057 1.52529 -1.25463
H: -0.51330 0.37985 0.05770
H: -0.69133 -2.40625 -1.21626
H: 2.07861 -0.14192 -0.08268
H: 1.12476 -0.70478 -1.31767

Atom charges from the natural (NBO) analysis, given in e for atoms 1 to 5: number 1, C, carries -0.2869; number 2, O, carries -0.7298; number 3, H, carries 0.1977; number 4, H, carries 0.1851; number 5, H, carries 0.1759


P) wins, 52.0 kJ/mol ahead of the next structure.


P) C3H11NO | ωB97M-V/def2-TZVPD

Summary:
LUMO, eV: 1.0
Molecular weight, g/mol: 77.13
HOMO-LUMO gap, eV: 10.74

CARTESIAN COORDINATES (ANGSTROEM)
C: -0.21443 1.48916 0.05666
N: -2.20325 -0.78771 -1.83338
H: 0.11156 1.83253 1.04161
H: -1.28342 1.33657 0.10726
H: 0.01606 2.29292 -0.64874
H: -2.61300 0.12946 -1.96082
H: -1.84789 -1.04823 -2.74824
H: -1.38499 -0.68421 -1.24255
C: 1.41678 -0.22776 0.48951
O: 0.42025 0.29970 -0.35865
C: 0.84537 -0.83285 1.74450
H: 1.96298 -0.92681 -0.14191
H: 2.12311 0.56444 0.74589
H: 1.47453 -1.58722 2.22775
H: 0.54797 -0.08832 2.47801
H: -0.09327 -1.35440 1.53265

Atom charges from the natural (NBO) analysis, given in e for atoms 1 to 5: number 1, C, carries -0.2554; number 2, N, carries -1.0780; number 3, H, carries 0.1715; number 4, H, carries 0.1812; number 5, H, carries 0.1800


Q) C3H11NO | ωB97M-V/def2-TZVPD

Summary:
LUMO, eV: 0.9
Molecular weight, g/mol: 77.13
HOMO-LUMO gap, eV: 9.76

CARTESIAN COORDINATES (ANGSTROEM)
C: -0.54936 -0.32431 -1.23244
N: -0.16149 -0.02039 0.08036
C: 0.09358 -1.18199 0.89063
C: -1.11738 0.89190 0.70728
H: 0.21143 -0.84013 -1.78076
H: -1.48707 -0.89905 -1.30712
H: -0.79672 0.57807 -1.79223
H: 0.53520 -0.87397 1.83273
H: 0.74105 -1.85311 0.32672
H: -0.82214 -1.74799 1.12833
H: -2.14457 0.50124 0.63683
H: -0.90108 0.92722 1.77167
H: -1.02334 1.85748 0.21664
H: 1.92370 0.43925 -0.35065
H: 2.72512 1.65951 -0.85466
O: 2.77308 0.88626 -0.27331

Atom charges from the natural (NBO) analysis, given in e for atoms 1 to 5: number 1, C, carries -0.4124; number 2, N, carries -0.4559; number 3, C, carries -0.4118; number 4, C, carries -0.4082; number 5, H, carries 0.1998


Q) wins, 14.8 kJ/mol ahead of the next structure.


P) C3H6N2OS | ωB97M-V/def2-TZVPD

Summary:
LUMO, eV: 0.7
Molecular weight, g/mol: 118.16
HOMO-LUMO gap, eV: 9.05

CARTESIAN COORDINATES (ANGSTROEM)
C: 0.37835 1.18803 -0.84938
C: 2.75541 -0.26177 0.34303
C: -1.38241 0.10422 1.17889
N: 0.02916 0.18493 -1.65702
N: 3.25778 0.81296 0.41530
O: 2.19734 -1.29817 0.52559
S: -0.30795 1.49070 0.64710
H: -2.41781 0.26274 1.39395
H: -0.89480 -0.19501 2.08823
H: -1.31586 -0.89064 0.49324
H: -0.82323 -0.29122 -1.54228
H: 0.28587 0.34442 -2.71618
H: 3.43081 1.72894 0.07146

Atom charges from the natural (NBO) analysis, given in e for atoms 1 to 5: number 1, C, carries -0.1699; number 2, C, carries 0.8622; number 3, C, carries -0.8166; number 4, N, carries -0.7822; number 5, N, carries -0.7542


Q) C3H6N2OS | ωB97M-V/def2-TZVPD

Summary:
LUMO, eV: -0.9
Molecular weight, g/mol: 118.16
HOMO-LUMO gap, eV: 7.91

CARTESIAN COORDINATES (ANGSTROEM)
C: 0.74708 -1.56476 -0.41117
C: 1.30090 0.83923 -0.45201
C: 0.30077 0.05052 0.14031
N: -2.14885 0.31871 0.60293
N: -1.04193 0.43509 -0.38918
O: 1.28790 -2.37226 0.21460
S: 2.82757 1.06901 0.19905
H: 0.50917 -1.66140 -1.46252
H: 1.20125 1.43155 -1.44064
H: 0.36777 -0.00854 1.27854
H: -2.29395 -0.72029 0.76430
H: -2.00364 0.68321 1.62889
H: -1.05404 1.49994 -0.67310

Atom charges from the natural (NBO) analysis, given in e for atoms 1 to 5: number 1, C, carries 0.4906; number 2, C, carries -0.2843; number 3, C, carries -0.2772; number 4, N, carries -0.6744; number 5, N, carries -0.4567


P) wins, 129.6 kJ/mol ahead of the next structure.


P) C3H6N2OS | ωB97M-V/def2-TZVPD

Summary:
LUMO, eV: 0.7
Molecular weight, g/mol: 118.16
HOMO-LUMO gap, eV: 9.23

CARTESIAN COORDINATES (ANGSTROEM)
C: 0.93663 0.64206 0.14986
C: 1.13037 -0.86529 -0.11115
C: -1.13651 -0.34106 -0.04875
H: -1.95403 1.86406 -0.05852
H: 0.92535 0.95550 1.19041
H: 1.61128 1.26913 -0.50037
H: 1.83550 -1.29906 0.62889
H: 1.40881 -0.98875 -1.17351
H: -0.28951 -2.32885 0.03761
N: -0.44961 0.79548 -0.25378
N: -0.24178 -1.32866 0.10508
O: -0.98692 2.04071 0.03016
S: -2.78958 -0.41525 0.00407

Atom charges from the natural (NBO) analysis, given in e for atoms 1 to 5: number 1, C, carries -0.2339; number 2, C, carries -0.2343; number 3, C, carries 0.2458; number 4, H, carries 0.4954; number 5, H, carries 0.2022


Q) C3H6N2OS | ωB97M-V/def2-TZVPD

Summary:
LUMO, eV: 0.5
Molecular weight, g/mol: 118.16
HOMO-LUMO gap, eV: 9.75

CARTESIAN COORDINATES (ANGSTROEM)
C: 2.20077 -0.01409 0.20715
C: -1.05516 1.05769 -1.12586
C: -0.14177 -0.39622 1.12187
N: 3.08734 0.66614 -0.00668
N: 1.13774 -0.76102 0.52465
O: -1.58917 -1.62322 -0.62540
S: -1.62341 -0.27216 -0.05791
H: -0.44007 0.75686 -2.00581
H: -0.45965 1.66374 -0.40491
H: -1.97191 1.60240 -1.38320
H: -0.07959 0.38520 1.79367
H: -0.36936 -1.32143 1.58470
H: 1.30424 -1.74389 0.37772

Atom charges from the natural (NBO) analysis, given in e for atoms 1 to 5: number 1, C, carries 0.4106; number 2, C, carries -0.8517; number 3, C, carries -0.3778; number 4, N, carries -0.3737; number 5, N, carries -0.6605


R) C3H6N2OS | ωB97M-V/def2-TZVPD

Summary:
LUMO, eV: 0.1
Molecular weight, g/mol: 118.16
HOMO-LUMO gap, eV: 8.48

CARTESIAN COORDINATES (ANGSTROEM)
C: -0.56814 1.50111 -2.36243
C: -0.94425 -0.26409 -0.67462
C: -0.30723 -0.92478 1.48356
H: 0.34902 1.69833 -2.84385
H: -1.49122 2.39872 -2.39356
H: -0.97553 0.56447 -3.05442
H: 0.86874 0.63003 0.36646
H: -1.80173 -0.80772 -1.29374
H: -0.86744 -1.11714 2.36832
N: -0.39958 0.84517 -1.06135
N: -1.12676 -0.75802 0.61163
O: 0.44990 1.48729 -0.26602
S: 1.37007 -1.10928 1.34049

Atom charges from the natural (NBO) analysis, given in e for atoms 1 to 5: number 1, C, carries -0.4192; number 2, C, carries 0.2800; number 3, C, carries -0.0104; number 4, H, carries 0.2349; number 5, H, carries 0.2403


S) C3H6N2OS | ωB97M-V/def2-TZVPD

Summary:
LUMO, eV: 0.8
Molecular weight, g/mol: 118.16
HOMO-LUMO gap, eV: 9.28

CARTESIAN COORDINATES (ANGSTROEM)
C: 0.50429 1.54710 0.43294
C: -1.00336 1.37620 0.01478
C: 0.87158 -1.44865 0.01624
H: 1.03584 1.21967 1.32780
H: 0.84804 2.55240 0.33406
H: -1.71031 1.86036 0.87376
H: -1.26365 2.11396 -0.98072
H: 1.48146 -2.44212 0.54888
H: 2.60354 -0.46195 -0.29606
N: -0.35508 -1.60486 0.11661
N: 1.75967 -0.28079 0.14480
O: 1.27314 0.75062 -0.63038
S: -1.57795 -0.40598 -0.08614

Atom charges from the natural (NBO) analysis, given in e for atoms 1 to 5: number 1, C, carries -0.1151; number 2, C, carries -0.6074; number 3, C, carries 0.2377; number 4, H, carries 0.2267; number 5, H, carries 0.1933


P) wins, 63.7 kJ/mol ahead of the next structure.


P) C3H6N2OS | ωB97M-V/def2-TZVPD

Summary:
LUMO, eV: 0.5
Molecular weight, g/mol: 118.16
HOMO-LUMO gap, eV: 10.07

CARTESIAN COORDINATES (ANGSTROEM)
C: 1.60181 -0.08647 -1.05129
C: 0.83495 1.24868 -1.10141
C: -1.05948 -0.18785 0.56265
H: 0.94233 -0.89213 -0.96770
H: 2.31821 0.00114 -0.20173
H: 2.24420 -0.18125 -1.93361
H: -2.12921 0.77924 2.03131
H: -1.70067 -0.89109 2.31193
H: -1.22980 -2.11945 0.43529
N: -1.54911 -0.01317 1.82385
N: -0.78140 -1.27867 -0.00264
O: 1.25671 2.24405 -1.61978
S: -0.74853 1.37698 -0.28687

Atom charges from the natural (NBO) analysis, given in e for atoms 1 to 5: number 1, C, carries -0.7327; number 2, C, carries 0.4540; number 3, C, carries 0.3209; number 4, H, carries 0.2688; number 5, H, carries 0.2376


Q) C3H6N2OS | ωB97M-V/def2-TZVPD

Summary:
LUMO, eV: 0.6
Molecular weight, g/mol: 118.16
HOMO-LUMO gap, eV: 9.19

CARTESIAN COORDINATES (ANGSTROEM)
C: -0.88294 0.08379 0.06259
C: 1.34042 0.21798 -0.58049
C: -2.25401 -0.53872 0.26410
N: -0.44973 1.13346 0.59426
N: 0.90447 1.29194 0.25056
O: -0.11460 -0.65903 -0.74839
S: 2.53094 -0.74882 0.38041
H: 1.57194 0.52091 -1.55594
H: -2.03559 -1.45605 0.63381
H: -2.71719 -0.71669 -0.75004
H: -2.80004 0.23149 0.91730
H: 1.41406 1.40864 1.15748
H: 3.49226 -0.76890 -0.62566

Atom charges from the natural (NBO) analysis, given in e for atoms 1 to 5: number 1, C, carries 0.5109; number 2, C, carries 0.1004; number 3, C, carries -0.6507; number 4, N, carries -0.3473; number 5, N, carries -0.5036


P) wins, 175.1 kJ/mol ahead of the next structure.